# 1
The following is a DFT calculation (ωB97M-V/def2-TZVPD) of an isolated molecule of C4H6O2.

Structure (XYZ):
```
12
C4H6O2, DFT ωB97M-V/def2-TZVPD
O 2.535 0.426 -0.290
O -0.161 1.212 -1.231
C -0.916 0.015 0.800
C 0.090 0.189 -0.326
C 1.485 -0.004 0.125
C -0.898 -0.939 -0.367
H -0.619 -0.380 1.771
H 1.499 -0.461 1.142
H 0.624 1.786 -1.189
H -1.621 -0.850 -1.171
H -1.466 0.962 0.908
H -0.553 -1.957 -0.172
```

Calculated values
HOMO level = -9.9 eV
gap between HOMO and LUMO = 10.8527 eV
energy relative to the best compared isomer or geometry (same formula, charge and spin) = 191.3 kJ/mol
total charge = 0
E_tot = -306.43344 Ha
SMILES string = O=CC1(O)CC1
M = 86.1 g/mol

# 2
The following is a DFT calculation (ωB97M-V/def2-TZVPD) of an isolated molecule of C4H6O2.

Structure (XYZ):
```
12
C4H6O2, DFT ωB97M-V/def2-TZVPD
O 1.323 0.542 -0.395
O -0.069 0.731 -2.173
C -0.760 0.540 1.100
C -0.723 -0.777 0.357
C 0.931 0.306 -1.666
C 0.537 -0.029 0.639
H 1.211 -0.432 1.388
H 1.650 -0.345 -2.185
H -1.121 -0.744 -0.651
H -0.955 0.543 2.168
H -0.869 -1.719 0.874
H -1.155 1.385 0.545
```

Calculated values
HOMO level = -10.2 eV
gap between HOMO and LUMO = 11.3086 eV
energy relative to the best compared isomer or geometry (same formula, charge and spin) = 174.5 kJ/mol
total charge = 0
E_tot = -306.43983 Ha
SMILES string = O=COC1CC1
M = 86.1 g/mol

# 3
The following is a DFT calculation (ωB97M-V/def2-TZVPD) of a cluster of 2 separate species, C4H6O2 in total.

Structure (XYZ):
```
12
C4H6O2, DFT ωB97M-V/def2-TZVPD
O 2.176 -0.526 -0.572
O -1.406 -0.220 1.538
C 1.061 -0.873 -0.565
C -0.617 0.487 0.936
C -0.311 1.940 0.974
C 0.099 -1.810 -1.179
H -0.041 2.223 1.988
H -1.031 2.680 0.753
H 0.705 -2.631 -1.521
H -0.332 -1.342 -2.128
H 0.392 1.984 0.196
H -0.695 -1.913 -0.420
```

Calculated values
HOMO level (alpha / beta) = -6.9 / -7.3 eV
gap between HOMO and LUMO (alpha / beta) = 7.6532 / 8.0028 eV
energy relative to the best compared isomer or geometry (same formula, charge and spin) = 395.7 kJ/mol
total charge = 0
E_tot = -306.35559 Ha
M = 86.1 g/mol

# 4
The following is a DFT calculation (ωB97M-V/def2-TZVPD) of an isolated molecule of C4H6O2.

Structure (XYZ):
```
12
C4H6O2, DFT ωB97M-V/def2-TZVPD
O -0.527 0.547 2.338
O 0.907 -0.974 0.047
C 1.015 0.419 0.341
C 0.424 0.046 1.725
C -1.123 -0.140 -1.032
C 0.249 -0.015 -0.799
H 0.956 -0.701 2.261
H 1.898 1.168 0.116
H -1.425 -1.010 -1.732
H -1.603 0.746 -1.545
H 0.785 0.260 -1.668
H -1.555 -0.345 -0.053
```

Calculated values
HOMO level = -9.8 eV
gap between HOMO and LUMO = 10.6559 eV
energy relative to the best compared isomer or geometry (same formula, charge and spin) = 355.9 kJ/mol
total charge = 0
E_tot = -306.37075 Ha
SMILES string = C[C@@H]1O[C@@H]1C=O
M = 86.1 g/mol

# 5
The following is a DFT calculation (ωB97M-V/def2-TZVPD) of an isolated molecule of C4H6O2.

Structure (XYZ):
```
12
C4H6O2, DFT ωB97M-V/def2-TZVPD
O 2.116 0.029 1.416
O -1.792 -0.858 -0.340
C 0.663 -0.312 -0.457
C -0.641 -0.371 0.333
C 1.873 0.218 0.250
C -1.788 0.512 0.025
H -2.503 0.781 0.810
H -0.560 -0.686 1.374
H 0.496 0.107 -1.454
H 2.630 0.584 -0.477
H 1.232 -1.247 -0.665
H -1.757 1.220 -0.806
```

Calculated values
HOMO level = -9.9 eV
gap between HOMO and LUMO = 10.7274 eV
energy relative to the best compared isomer or geometry (same formula, charge and spin) = 223.5 kJ/mol
total charge = 0
E_tot = -306.42119 Ha
SMILES string = O=CC[C@H]1CO1
M = 86.1 g/mol

# 6
The following is a DFT calculation (ωB97M-V/def2-TZVPD) of an isolated molecule of C4H6O2.

Structure (XYZ):
```
12
C4H6O2, DFT ωB97M-V/def2-TZVPD
O -1.062 1.731 -0.415
O 1.142 -0.133 -1.865
C 0.578 -0.154 -0.649
C 0.363 -1.133 0.234
C -0.071 0.929 0.156
C -0.454 -0.239 1.129
H 1.350 -1.078 -1.942
H 0.765 -2.126 0.393
H -0.094 -0.135 2.153
H 0.649 1.612 0.616
H -1.532 -0.430 1.128
H -1.634 1.155 -0.938
```

Calculated values
HOMO level = -8.9 eV
gap between HOMO and LUMO = 9.6864 eV
energy relative to the best compared isomer or geometry (same formula, charge and spin) = 205.3 kJ/mol
total charge = 0
E_tot = -306.42809 Ha
SMILES string = OC1=CC[C@@H]1O
M = 86.1 g/mol

# 7
The following is a DFT calculation (ωB97M-V/def2-TZVPD) of an isolated molecule of C4H6O2.

Structure (XYZ):
```
12
C4H6O2, DFT ωB97M-V/def2-TZVPD
O -1.153 -1.196 -0.187
O -1.874 1.061 1.259
C 0.241 0.733 -0.591
C -0.974 0.355 1.657
C 1.522 -0.038 -0.902
C -0.612 -0.207 0.241
H 2.219 0.569 -1.483
H 1.279 -0.946 -1.463
H 2.013 -0.337 0.031
H -0.832 0.319 2.770
H 0.450 1.652 -0.034
H -0.272 1.017 -1.519
```

Calculated values
HOMO level = -9.5 eV
gap between HOMO and LUMO = 10.0011 eV
energy relative to the best compared isomer or geometry (same formula, charge and spin) = 192.5 kJ/mol
total charge = 0
E_tot = -306.43298 Ha
SMILES string = CCC(=O)C=O
M = 86.1 g/mol

# 8
The following is a DFT calculation (ωB97M-V/def2-TZVPD) of an isolated molecule of C4H6O2.

Structure (XYZ):
```
12
C4H6O2, DFT ωB97M-V/def2-TZVPD
O 0.728 1.340 0.679
O -1.730 -1.096 0.642
C 0.770 -0.074 0.929
C 0.240 -0.396 -0.492
C 0.305 1.141 -0.668
C -1.208 -0.956 -0.485
H 0.104 -0.367 1.746
H -2.262 -1.313 -0.687
H 1.791 -0.419 1.137
H 0.926 -0.955 -1.135
H 1.050 1.489 -1.394
H -0.658 1.624 -0.874
```

Calculated values
HOMO level = -9.3 eV
gap between HOMO and LUMO = 10.1420 eV
energy relative to the best compared isomer or geometry (same formula, charge and spin) = 436.4 kJ/mol
total charge = 0
E_tot = -306.34009 Ha
SMILES string = O=CC1COC1
M = 86.1 g/mol

# 9
The following is a DFT calculation (ωB97M-V/def2-TZVPD) of an isolated molecule of C4H6O2.

Structure (XYZ):
```
12
C4H6O2, DFT ωB97M-V/def2-TZVPD
O -1.536 0.066 -1.429
O 1.381 -0.991 -0.978
C -1.413 -0.607 -0.434
C -0.528 -0.293 0.744
C 1.474 0.158 -0.617
C 0.512 0.787 0.347
H -1.229 -0.012 1.546
H -0.011 1.620 -0.135
H -0.055 -1.230 1.070
H 1.122 1.245 1.141
H 2.320 0.764 -0.975
H -2.038 -1.506 -0.280
```

Calculated values
HOMO level = -10.0 eV
gap between HOMO and LUMO = 10.9170 eV
energy relative to the best compared isomer or geometry (same formula, charge and spin) = 99.0 kJ/mol
total charge = 0
E_tot = -306.46859 Ha
SMILES string = O=CCCC=O
M = 86.1 g/mol

# 10
The following is a DFT calculation (ωB97M-V/def2-TZVPD) of an isolated molecule of C4H6O2.

Structure (XYZ):
```
12
C4H6O2, DFT ωB97M-V/def2-TZVPD
O -0.138 1.988 -0.873
O -2.180 -1.392 0.074
C 1.211 0.274 0.083
C -1.498 -0.412 0.268
C 0.027 -0.620 0.622
C 0.453 0.943 -1.028
H 2.022 -0.391 -0.263
H 0.222 0.250 -1.868
H 1.677 1.041 0.724
H 0.191 -1.635 0.251
H 0.003 -0.631 1.715
H -1.991 0.585 0.296
```

Calculated values
HOMO level = -10.0 eV
gap between HOMO and LUMO = 10.7475 eV
energy relative to the best compared isomer or geometry (same formula, charge and spin) = 167.4 kJ/mol
total charge = 0
E_tot = -306.44252 Ha
SMILES string = O=CCCC=O
M = 86.1 g/mol

Question: Look up the M of the tenth one.
Answer: 86.1 g/mol

Question: What is the energy relative to the best compared isomer or geometry (same formula, charge and spin) in the first record?
Answer: 191.3 kJ/mol